[1]
This record from the OMol25 dataset describes a cluster of 3 separate species, C44H40BFN3O7 in total at a distorted geometry. The level of theory is the ωB97M-V functional and the def2-TZVPD basis.

- Frontier orbital gap: 7.235 eV
- Total energy: -2515.7072 a.u.
- LUMO: -3.74 eV
- Total charge: +1

Atoms and positions in Å:
C1 3.036 3.270 -2.046
C2 1.803 2.272 -2.466
O1 0.468 2.716 -1.988
B1 -0.604 1.872 -2.626
O2 -0.225 0.499 -3.109
C3 -2.161 2.351 -2.849
C4 -2.855 3.446 -3.852
O3 -2.157 4.287 -4.837
C5 -1.377 5.358 -4.190
C6 -2.301 6.537 -3.507
N1 -4.376 3.463 -3.612
C7 -5.327 4.365 -4.395
C8 -6.204 3.383 -5.419
F1 -6.219 5.189 -3.544
C9 -4.726 2.436 -2.519
C10 -6.237 2.117 -1.925
C11 -6.693 3.218 -0.753
N2 -3.383 1.809 -2.140
C12 -3.558 0.735 -1.088
C13 -3.753 -0.838 -1.455
C14 -3.940 -1.912 -0.280
N3 -4.019 -1.770 1.200
C15 -3.846 -0.318 1.484
C16 -3.601 0.943 0.526
H1 2.945 3.542 -0.908
H2 3.180 4.200 -2.744
H3 4.033 2.623 -2.145
H4 1.732 2.289 -3.655
H5 2.091 1.193 -2.070
H6 -0.027 0.002 -2.238
H7 -0.760 5.884 -5.065
H8 -0.613 4.874 -3.425
H9 -3.235 6.092 -2.949
H10 -2.740 7.294 -4.319
H11 -1.656 7.089 -2.687
H12 -4.728 5.117 -5.098
H13 -5.650 2.350 -5.452
H14 -7.312 3.245 -5.056
H15 -6.264 3.837 -6.511
H16 -6.326 1.055 -1.411
H17 -6.959 2.121 -2.855
H18 -7.149 2.612 0.161
H19 -5.719 3.782 -0.359
H20 -7.531 3.951 -1.116
H21 -3.754 -1.181 -2.582
H22 -4.035 -3.047 -0.646
H23 -3.901 -0.062 2.651
H24 -3.455 2.019 0.984
C17 5.205 -0.295 1.433
C18 5.861 -0.743 2.579
C19 7.034 -0.117 3.002
C20 7.561 0.954 2.269
C21 6.918 1.386 1.110
C22 5.731 0.768 0.697
C23 7.491 2.482 0.302
O4 6.925 2.865 -0.715
C24 8.759 3.104 0.732
C25 9.344 4.105 -0.055
C26 10.536 4.707 0.352
C27 11.142 4.320 1.547
C28 10.565 3.319 2.330
C29 9.376 2.703 1.917
C30 8.793 1.621 2.734
O5 9.327 1.277 3.782
H25 4.285 -0.777 1.108
H26 5.458 -1.580 3.145
H27 7.538 -0.469 3.900
H28 5.216 1.109 -0.200
H29 8.876 4.415 -0.988
H30 10.991 5.480 -0.264
H31 12.067 4.794 1.867
H32 11.046 3.019 3.259
C31 -5.295 -5.508 1.806
C32 -5.870 -6.730 2.151
C33 -5.102 -7.710 2.781
C34 -3.750 -7.472 3.058
C35 -3.169 -6.259 2.691
C36 -3.946 -5.269 2.074
C37 -1.732 -6.015 2.933
O6 -1.222 -4.948 2.614
C38 -0.919 -7.078 3.556
C39 0.457 -6.882 3.738
C40 1.231 -7.877 4.338
C41 0.635 -9.063 4.766
C42 -0.734 -9.263 4.581
C43 -1.510 -8.272 3.965
C44 -2.950 -8.507 3.741
O7 -3.474 -9.551 4.113
H33 -5.896 -4.740 1.323
H34 -6.918 -6.921 1.930
H35 -5.559 -8.661 3.052
H36 -3.502 -4.315 1.797
H37 0.929 -5.958 3.410
H38 2.300 -7.726 4.474
H39 1.236 -9.835 5.240
H40 -1.192 -10.193 4.912

Cartesian forces, eV/Å:
0.276 -0.947 0.361
1.878 0.086 -1.249
-2.507 -2.574 -2.421
3.037 -0.910 0.487
-1.333 2.375 3.372
-5.450 3.218 -2.127
0.993 -1.970 2.549
-2.326 -1.854 3.264
1.167 1.891 0.455
-0.289 -0.272 0.081
2.550 -2.061 2.731
-1.258 0.164 -1.958
-0.145 0.188 0.128
2.387 -2.325 -1.539
3.957 0.986 -2.004
0.073 0.168 0.011
0.290 -0.366 0.527
-3.419 1.672 -0.810
-0.079 -4.752 3.825
0.188 1.788 2.832
0.045 0.737 -0.175
1.163 6.059 -5.528
0.064 0.187 -0.702
-0.297 -2.427 -2.127
0.153 -0.260 -2.299
-0.616 -1.745 1.536
-2.176 1.394 0.160
0.387 -0.436 2.613
-0.898 2.280 -0.857
-0.051 0.836 -2.066
-1.388 -1.525 1.848
-1.708 1.048 -1.506
1.856 0.671 -0.987
1.244 -1.674 1.806
-1.314 -0.978 -1.879
-0.903 -1.708 2.148
-1.196 2.028 -0.057
2.271 0.297 -0.509
0.302 -0.848 2.454
0.823 2.149 -1.432
1.553 0.127 1.878
1.076 1.251 -2.024
-2.356 -1.066 -0.920
1.960 -1.326 0.514
0.032 0.665 2.625
0.212 2.825 0.832
0.187 -0.569 -2.923
-0.366 -2.529 -0.926
0.223 0.299 -0.130
0.290 0.238 0.030
-0.287 -0.170 -0.081
-0.496 -0.470 0.022
-0.455 -0.431 0.091
-0.104 -0.272 0.213
-0.548 0.466 -1.114
0.206 -0.207 0.491
0.460 0.409 -0.138
0.288 0.159 0.088
-0.338 -0.225 -0.018
-0.234 -0.264 0.119
0.121 0.204 -0.177
0.473 0.428 -0.070
0.781 -0.398 1.360
-0.400 0.214 -0.723
0.170 0.085 0.050
0.090 0.166 -0.091
-0.006 0.231 -0.243
0.274 0.034 0.181
-0.016 -0.188 0.277
-0.108 -0.153 0.109
-0.182 -0.107 -0.047
-0.251 -0.055 -0.216
0.389 -0.057 0.107
0.276 -0.184 0.161
-0.211 0.217 -0.149
-0.556 0.250 -0.281
-0.571 0.176 -0.225
-0.286 -0.076 -0.104
0.604 1.154 -0.325
-0.273 -0.509 0.124
0.578 -0.199 0.179
0.201 -0.244 0.149
-0.311 0.223 -0.152
-0.354 0.053 -0.097
0.297 0.045 0.026
0.566 -0.224 0.230
-0.630 -1.406 0.511
0.343 0.735 -0.274
0.108 -0.107 0.103
0.198 0.016 0.063
0.273 0.192 0.019
0.037 -0.269 0.172
-0.287 -0.173 0.045
-0.212 -0.011 -0.030
-0.136 0.141 -0.092
-0.045 0.294 -0.156

Need the Löwdin charges? In units of e they are: -0.0896 -0.2303 -0.0520 -0.3413 0.0207 0.1411 -0.0264 -0.1174 -0.2007 -0.0889 0.0586 -0.2153 -0.0359 -0.0611 0.0252 -0.1274 -0.1048 0.0001 -0.1401 0.0226 -0.0915 0.0339 -0.0904 0.0209 0.0939 0.0880 0.0922 0.1459 0.1366 0.1390 0.1536 0.1334 0.0711 0.1030 0.0996 0.1772 0.0963 0.0946 0.1054 0.1246 0.1164 0.0934 0.0957 0.0875 0.1157 0.1232 0.1259 0.1114 -0.0625 -0.0560 0.0105 -0.0827 -0.0844 0.0003 -0.2787 0.0843 -0.0877 0.0062 -0.0543 -0.0526 0.0102 -0.0857 -0.2763 0.1023 0.1040 0.1088 0.1240 0.1055 0.1207 0.1093 0.1104 0.1235 -0.0642 -0.0560 0.0102 -0.0834 -0.0837 -0.0055 -0.2798 0.0881 -0.0882 0.0043 -0.0558 -0.0530 0.0105 -0.0854 -0.2762 0.1026 0.1003 0.1087 0.1240 0.0874 0.1195 0.1086 0.1104 0.1237

---

[2]
This record from the OMol25 dataset describes the molecule C44H41N3O2 at a distorted geometry. The level of theory is the ωB97M-V functional and the def2-TZVPD basis.

- Frontier orbital gap: 7.058 eV
- Total energy: -2015.9234 a.u.
- LUMO: -0.28 eV

Atoms and positions in Å:
C1 4.112 1.061 -2.623
C2 2.765 1.715 -2.735
O1 1.775 0.649 -2.655
C3 0.499 1.107 -2.641
O2 0.181 2.239 -2.818
C4 -0.445 -0.073 -2.295
N1 -1.677 0.237 -2.841
C5 -2.782 -0.440 -2.987
C6 -4.056 0.300 -2.762
C7 -5.287 -0.304 -2.425
C8 -6.427 0.476 -2.168
C9 -6.343 1.872 -2.216
C10 -5.119 2.487 -2.509
C11 -3.979 1.701 -2.747
C12 -2.816 -1.869 -3.386
C13 -3.852 -2.392 -4.188
C14 -3.860 -3.741 -4.549
C15 -2.830 -4.596 -4.145
C16 -1.776 -4.091 -3.365
C17 -1.783 -2.738 -2.993
C18 -0.367 -0.381 -0.497
C19 0.633 -1.349 0.137
C20 0.620 -2.658 -0.358
C21 1.670 -3.533 -0.137
C22 2.599 -3.257 0.894
N2 3.529 -4.235 1.278
C23 3.872 -5.205 0.235
C24 3.727 -4.627 2.627
C25 4.199 -3.747 3.628
C26 4.243 -4.161 4.965
C27 3.882 -5.465 5.311
C28 3.529 -6.367 4.307
C29 3.485 -5.966 2.978
C30 2.444 -2.054 1.620
C31 1.458 -1.132 1.266
C32 -0.319 1.018 0.070
C33 -1.450 1.791 0.361
C34 -1.287 3.123 0.772
C35 -0.014 3.694 0.956
N3 0.199 4.994 1.434
C36 1.477 5.605 1.089
C37 -0.499 5.583 2.501
C38 0.219 6.344 3.455
C39 -0.375 6.761 4.640
C40 -1.715 6.468 4.909
C41 -2.474 5.818 3.920
C42 -1.884 5.435 2.713
C43 1.108 2.889 0.648
C44 0.940 1.568 0.260
H1 4.915 1.800 -2.688
H2 4.199 0.546 -1.663
H3 4.258 0.313 -3.407
H4 2.578 2.407 -1.911
H5 2.651 2.246 -3.682
H6 0.070 -0.958 -2.702
H7 -5.344 -1.387 -2.354
H8 -7.372 -0.017 -1.938
H9 -7.232 2.483 -2.032
H10 -5.042 3.569 -2.564
H11 -3.012 2.167 -2.919
H12 -4.675 -1.735 -4.484
H13 -4.700 -4.119 -5.128
H14 -2.869 -5.639 -4.413
H15 -0.976 -4.726 -3.007
H16 -1.013 -2.368 -2.324
H17 -1.335 -0.837 -0.552
H18 -0.258 -3.052 -0.867
H19 1.688 -4.482 -0.676
H20 3.962 -4.665 -0.713
H21 4.821 -5.689 0.485
H22 3.080 -5.959 0.144
H23 4.519 -2.751 3.355
H24 4.560 -3.444 5.711
H25 3.900 -5.771 6.360
H26 3.277 -7.397 4.569
H27 3.195 -6.688 2.212
H28 3.088 -1.896 2.480
H29 1.350 -0.281 1.939
H30 -2.459 1.378 0.309
H31 -2.178 3.704 0.970
H32 1.390 6.690 1.206
H33 2.294 5.231 1.725
H34 1.709 5.362 0.046
H35 1.274 6.546 3.289
H36 0.228 7.306 5.376
H37 -2.170 6.751 5.862
H38 -3.531 5.600 4.096
H39 -2.541 5.010 1.963
H40 2.120 3.250 0.775
H41 1.833 0.947 0.220

Cartesian forces, eV/Å:
0.288 -0.255 0.146
-0.201 -0.377 -0.076
0.105 0.844 0.000
-0.034 -1.540 0.801
-0.071 0.645 -0.249
3.078 -0.736 -0.491
-2.998 -0.115 2.051
1.773 0.214 0.042
-0.560 0.682 0.029
0.122 0.372 -0.183
0.636 0.015 -0.064
0.084 -0.086 -0.142
0.272 -0.799 -0.022
-0.732 0.475 -0.023
-0.103 -0.886 0.040
0.151 0.026 0.253
0.134 0.311 0.146
0.244 0.647 0.334
-0.768 0.695 -0.190
-0.266 -0.452 0.001
-0.499 1.399 -1.126
-0.622 -0.285 -0.173
0.625 0.057 -0.323
0.040 -0.182 0.828
-0.587 0.384 0.274
0.903 0.077 -0.617
-0.247 0.168 0.463
0.249 -0.124 0.395
-0.428 -0.585 -0.115
-0.166 -0.258 -0.657
0.120 0.262 0.029
0.184 -0.014 0.219
-0.290 0.220 -0.007
-0.359 -0.736 -0.402
0.290 -0.130 -0.349
-0.620 -0.798 0.273
0.670 0.502 0.084
-0.014 -0.407 0.069
0.063 -0.699 -0.324
0.001 0.777 -0.404
-0.084 -0.165 -0.036
-0.207 0.169 0.630
-0.154 -0.401 -0.083
-0.224 0.076 0.046
-0.212 -0.169 -0.282
0.623 0.355 0.288
-0.166 -0.107 0.306
-0.616 -0.099 0.275
0.321 0.767 0.339
-0.115 -0.040 -0.024
0.030 0.028 -0.028
-0.028 0.136 0.017
-0.014 0.048 -0.126
-0.110 -0.009 0.096
0.000 0.057 0.073
-0.089 0.183 -0.011
0.249 0.153 0.004
0.321 -0.247 -0.063
-0.016 -0.136 0.094
-0.176 -0.100 -0.058
0.370 -0.317 -0.042
0.232 -0.002 0.049
0.064 -0.123 -0.037
-0.029 -0.091 -0.088
-0.340 -0.217 -0.462
-0.834 -0.115 0.820
0.428 0.354 -0.412
-0.107 0.232 0.397
0.078 -0.217 0.180
-0.218 0.081 -0.070
0.214 -0.149 -0.241
0.011 -0.105 0.091
0.026 -0.109 0.082
-0.015 0.037 -0.357
0.095 0.298 -0.103
0.043 0.267 0.265
-0.416 0.217 -0.215
-0.020 0.038 -0.577
0.330 0.073 -0.235
0.265 -0.300 -0.187
0.106 -0.266 -0.145
-0.018 0.203 -0.107
-0.030 0.143 0.227
-0.224 -0.060 0.181
-0.267 -0.224 -0.315
0.182 -0.085 -0.384
0.331 0.164 -0.128
0.311 0.150 0.265
-0.115 0.066 0.104
-0.253 0.247 -0.557

Need the Löwdin charges? In units of e they are: -0.0721 -0.2182 -0.0148 -0.4783 0.1367 -0.1586 0.1347 -0.1575 -0.1548 -0.0400 -0.0805 -0.0921 -0.0699 -0.0205 -0.1368 -0.0362 -0.0748 -0.0784 -0.0567 -0.0219 -0.0474 -0.1600 -0.0380 -0.0102 -0.2018 -0.0993 -0.0685 -0.2089 -0.0259 -0.0797 -0.0992 -0.0896 -0.0273 -0.0005 -0.0285 -0.2180 0.0062 0.0047 -0.1871 -0.0847 -0.0722 -0.1955 -0.0368 -0.0959 -0.1058 -0.0833 -0.0285 -0.0034 -0.0733 0.0796 0.0757 0.0804 0.1090 0.1258 0.1200 0.1052 0.1011 0.1023 0.1004 0.1116 0.1145 0.1042 0.0972 0.0994 0.0479 0.1185 0.0975 0.1009 0.0955 0.0991 0.0778 0.0978 0.1002 0.1013 0.1049 0.1058 0.0824 0.1191 0.1198 0.0773 0.0933 0.0911 0.0976 0.0928 0.1051 0.0982 0.1036 0.0827 0.1001 0.1125